Entry 1:
A molecular structure, C17H18BN7O3STi at a distorted geometry, computed with ωB97M-V/def2-TZVPD.

Geometry as ORCA input:
```
! RIJCOSX wB97M-V def2-TZVPD def2/J DEFGRID3
* xyz 0 3
H -0.0087 -1.7739 3.3264
N -1.0621 -0.9762 1.6566
B -2.6687 -0.6349 -0.2569
N -2.3481 -0.9729 1.2322
C -3.0923 -1.5448 2.2019
Ti 0.4838 0.2771 -1.4672
H -4.1618 -1.6285 2.0881
C -2.2504 -1.9524 3.2356
H -2.5319 -2.4356 4.1515
C -0.9574 -1.6024 2.8446
H -3.8172 -0.9162 -0.4740
C 1.0565 0.5493 -3.4181
H 2.1598 0.5450 -3.4451
H 0.7038 1.5220 -3.7915
H 0.6734 -0.2563 -4.0621
N -1.7387 -1.5219 -1.1383
N -2.4095 0.8535 -0.6290
N -0.3920 -1.2349 -1.2550
N -1.1920 1.3442 -1.0749
C -2.0453 -2.5580 -1.9228
C -3.3346 1.8280 -0.7227
H -3.0656 -2.9169 -1.9702
H -4.3575 1.6278 -0.4393
C -0.8837 -3.0004 -2.5646
C -2.7335 2.9752 -1.2379
C 0.1416 -2.1688 -2.1392
C -1.3912 2.6507 -1.4408
H -0.8225 -3.8159 -3.2659
H -3.2101 3.9142 -1.4518
H 1.1933 -2.1815 -2.3805
H -0.5853 3.2557 -1.8265
H -0.3285 -0.4424 1.1796
O 1.6761 1.9490 -1.1770
C 2.1273 1.4843 -0.0638
N 1.5882 0.3198 0.3700
S 2.0982 -0.0248 1.9769
O 1.0374 0.3628 2.8836
O 2.6402 -1.3532 2.0351
C 3.2892 1.2699 1.9405
C 4.1641 1.6396 2.9578
C 4.9224 2.8051 2.7784
C 4.7641 3.5976 1.6257
C 3.8713 3.2257 0.6259
C 3.1427 2.0405 0.7987
H 4.2469 1.0198 3.8482
H 5.6382 3.1056 3.5440
H 5.3472 4.5133 1.5210
H 3.7053 3.8069 -0.2794
*
```

Values from the calculation:
HOMO energy (spin up / spin down) (Ha): -0.1539 / -0.3040
Relative energy (zero: lowest compared OMol25 entry of this formula, charge and spin) (kJ/mol): 281.4
Kohn-Sham gap (spin up / spin down) (Ha): 0.15888 / 0.30641
⟨S²⟩: 2.03

Here are the Mulliken charges for atoms 1 to 8, given in e: 0.44 0.54 -0.10 -0.17 -0.08 0.31 0.47 -1.09

---

Entry 2:
A molecular structure, C17H18Br33N2O at a distorted geometry, computed with ωB97M-V/def2-TZVPD.

Geometry as ORCA input:
```
! RIJCOSX wB97M-V def2-TZVPD def2/J DEFGRID3
* xyz 1 1
C 3.4380 -2.3955 -2.9297
C 2.3478 -1.6065 -2.4525
C 1.4047 -0.4275 -1.7329
N -0.0468 -0.7036 -2.0586
C -0.7689 0.2794 -2.9601
N -2.2012 -0.1607 -3.1671
C -2.4106 -1.4259 -2.3448
C -0.9920 -1.8119 -1.6182
O -0.6388 -2.9651 -0.7353
H 4.4847 -2.9482 -3.0845
H 1.7874 0.6361 -2.0531
H 1.5741 -0.5221 -0.5784
H -0.2433 1.2292 -3.4222
H -2.9644 0.3089 -3.7293
H -3.4395 -2.0116 -2.2709
H -1.2308 -3.7463 -1.0239
C 5.4128 1.1946 -3.6973
Br 3.9523 -0.0826 -3.8380
Br 6.7805 0.8816 -5.0448
Br 4.7735 3.0315 -3.7280
H 5.8833 1.0361 -2.7214
C -3.2319 -5.8075 0.3080
Br -4.3467 -7.2092 1.0673
Br -2.8916 -6.0991 -1.5850
Br -3.9631 -4.0373 0.6478
H -2.2642 -5.8571 0.8182
C -2.4391 -9.5670 4.2003
Br -2.1356 -7.6474 4.2863
Br -4.2252 -9.9893 3.5554
Br -1.0630 -10.4717 3.1651
H -2.3707 -9.9477 5.2247
C -1.5227 4.1097 -5.0670
Br -1.5058 5.4642 -3.6710
Br -0.1233 2.7838 -4.8063
Br -3.2747 3.2855 -5.2547
H -1.3071 4.6208 -6.0111
C -0.9391 -10.7229 8.3186
Br -0.6356 -8.8034 8.4046
Br -2.7252 -11.1452 7.6737
Br 0.4370 -11.6276 7.2834
H -0.8707 -11.1036 9.3430
C -4.9672 8.4492 -4.0135
Br -4.6664 6.6103 -4.5722
Br -4.3264 8.7704 -2.2051
Br -4.2227 9.7221 -5.2821
H -6.0508 8.6064 -4.0014
C 3.4015 6.9382 -3.4126
Br 1.9410 5.6610 -3.5532
Br 4.7692 6.6252 -4.7601
Br 2.7622 8.7751 -3.4432
H 3.8720 6.7796 -2.4366
C 8.6692 3.5324 -2.4824
Br 9.8405 2.2240 -3.3189
Br 7.6441 2.7572 -1.0220
Br 9.6421 5.1204 -1.9207
H 7.9499 3.8509 -3.2441
C -3.7620 -3.7712 5.6075
Br -4.8155 -4.6676 4.2398
Br -4.8099 -2.4514 6.5793
Br -2.9033 -5.0394 6.8067
H -2.9634 -3.2282 5.0912
C 1.3095 9.2209 0.2040
Br 2.1377 7.4792 -0.0501
Br -0.5446 9.2337 -0.3847
Br 1.4915 9.8486 2.0362
H 1.8517 9.9286 -0.4318
C -1.8589 0.1455 7.4579
Br -2.1924 1.9684 6.8664
Br -0.7772 -0.8440 6.1791
Br -1.0949 0.0930 9.2460
H -2.8307 -0.3564 7.5106
*
```

Values from the calculation:
HOMO energy (Ha): -0.4075
Relative energy (zero: lowest compared OMol25 entry of this formula, charge and spin) (kJ/mol): 380.5
Kohn-Sham gap (Ha): 0.27344

Here are the Mulliken charges for atoms 1 to 8, given in e: -0.47 0.01 -0.45 0.27 0.31 0.03 -0.31 0.30

---

Entry 3:
A molecular structure, C17H18BrF5KNO5STe at a distorted geometry, computed with ωB97M-V/def2-TZVPD.

Geometry as ORCA input:
```
! RIJCOSX wB97M-V def2-TZVPD def2/J DEFGRID3
* xyz -2 1
K -0.4682 0.4454 -0.4350
N 4.6813 -1.8745 -0.3280
C 3.4089 -1.4550 -0.0461
O 3.1403 -0.8933 0.9936
C 2.3684 -1.8142 -1.0824
C 1.6034 -3.0608 -0.6204
H 5.4061 -1.6748 0.3377
H 4.9026 -2.3407 -1.1863
H 2.8272 -1.9734 -2.0626
H 1.6698 -0.9871 -1.1901
H 2.3020 -3.8853 -0.4494
H 1.1258 -2.8390 0.3347
C -4.7167 3.3338 -0.2304
S -3.1233 2.5028 -0.0911
O -2.5225 2.5366 -1.4659
C -3.8438 0.8438 -0.0482
C -3.9910 0.1168 -1.2160
C -4.5943 -1.1327 -1.1550
C -5.0251 -1.6516 0.0548
C -4.8499 -0.9245 1.2241
C -4.2522 0.3238 1.1739
H -5.2413 2.9545 -1.1064
H -4.4697 4.3897 -0.3357
H -5.2925 3.1546 0.6783
H -3.6153 0.5315 -2.1431
H -4.6987 -1.7188 -2.0605
H -5.4521 -2.6451 0.0972
H -5.1380 -1.3497 2.1775
H -4.0788 0.8927 2.0816
Br 1.4338 -7.1994 -3.5612
C 0.6399 -5.8548 -2.4705
C 1.0763 -4.5834 -2.5374
C 0.5121 -3.5259 -1.6381
C -0.7211 -3.9627 -0.9072
C -1.1017 -5.2751 -0.8794
C -0.4286 -6.2541 -1.6219
C -1.5503 -2.8784 -0.1891
O -2.3400 -3.2747 0.6794
O -1.2878 -1.7175 -0.5871
H 1.8753 -4.3169 -3.2198
H 0.2510 -2.6383 -2.2260
H -1.9650 -5.5238 -0.2741
H -0.7285 -7.2924 -1.6016
F 1.8093 3.5569 -1.2034
Te -0.0884 3.7162 -0.8586
F -0.2210 4.8570 -2.5087
F 0.1717 1.9406 -2.2123
F 0.6308 5.2625 0.0262
F -1.8700 4.7485 -0.1647
O -0.1655 2.5757 0.6443
*
```

Values from the calculation:
HOMO energy (spin up / spin down) (Ha): -0.0448 / -0.1079
Relative energy (zero: lowest compared OMol25 entry of this formula, charge and spin) (kJ/mol): 382.5
Kohn-Sham gap (spin up / spin down) (Ha): 0.17446 / 0.23775

Here are the Mulliken charges for atoms 1 to 8, given in e: 1.08 -0.40 0.40 -0.62 0.08 -0.88 0.24 0.19

---

Entry 4:
A single C17H18BrNO2 molecule, computed with ωB97M-V/def2-TZVPD.

Geometry as ORCA input:
```
! RIJCOSX wB97M-V def2-TZVPD def2/J DEFGRID3
* xyz 0 1
C -1.3504 -0.2114 -2.2626
C -2.1393 0.2891 -1.0877
C -3.3981 -0.2299 -0.8341
C -4.1290 0.2015 0.2594
C -3.6238 1.1560 1.1219
C -2.3718 1.6869 0.8770
C -1.6244 1.2639 -0.2179
N -0.3519 1.7829 -0.4800
C 0.4849 2.4542 0.3633
O 0.1940 2.8187 1.4795
C 1.8654 2.6649 -0.2428
H 2.4131 3.3567 0.3976
H 1.7670 3.1092 -1.2353
C 2.6242 1.3380 -0.3402
H 2.0336 0.6049 -0.8972
H 3.5567 1.4867 -0.8871
C 2.9362 0.7449 1.0426
H 3.8552 1.1774 1.4452
O 3.1931 -0.6404 0.9629
C 2.1533 -1.4997 0.7474
C 2.5131 -2.8004 0.3902
C 1.5456 -3.7552 0.1562
C 0.2017 -3.4335 0.2703
C -0.1586 -2.1501 0.6350
C 0.8045 -1.1825 0.8719
H 0.4852 -0.1973 1.1717
H -1.2011 -1.8860 0.7395
H -0.5558 -4.1788 0.0829
H 1.8408 -4.7566 -0.1197
H 3.5628 -3.0347 0.3076
H 2.1255 0.9585 1.7478
H 0.0338 1.5125 -1.3726
H -1.9625 2.4273 1.5432
H -4.1974 1.4851 1.9737
Br -5.8567 -0.5416 0.5746
H -3.8097 -0.9817 -1.4906
H -0.4154 -0.6672 -1.9332
H -1.1257 0.5949 -2.9624
H -1.9181 -0.9673 -2.7981
*
```

Values from the calculation:
HOMO energy (Ha): -0.3138
Relative energy (zero: lowest compared OMol25 entry of this formula, charge and spin) (kJ/mol): 14.1
Kohn-Sham gap (Ha): 0.33550

Here are the Mulliken charges for atoms 1 to 8, given in e: -1.68 1.28 -0.72 -0.09 -0.69 -0.65 0.25 0.05

---

Question: Look up the relative energy (zero: lowest compared OMol25 entry of this formula, charge and spin) of the second one.
Answer: 380.5 kJ/mol

---

Question: Look up the relative energy (zero: lowest compared OMol25 entry of this formula, charge and spin) of the fourth one.
Answer: 14.1 kJ/mol

---

Question: Which of these has the highest relative energy (zero: lowest compared OMol25 entry of this formula, charge and spin)?
Answer: C17H18BrF5KNO5STe